The following is a DFT calculation (ωB97M-V/def2-TZVPD) of the ion C5H12N2 with charge -1.

Element x y z (Å)
1 C -0.452 1.257 -0.616
2 H -0.404 0.237 1.500
3 H 1.360 0.244 0.649
4 C -0.606 -0.771 1.838
5 C 0.565 0.329 -1.256
6 H 1.922 -1.200 -0.427
7 H -0.188 2.764 0.798
8 C 1.030 -0.558 -0.049
9 C -0.090 -1.486 0.571
10 N -0.162 -0.514 -2.256
11 H 1.480 0.914 -1.657
12 H -1.662 -0.881 2.127
13 H 0.320 -2.551 0.586
14 H -0.947 -1.253 -0.201
15 H -1.398 0.729 -0.511
16 H -0.112 -0.042 -3.232
17 H 0.046 -0.944 2.659
18 N -0.024 1.670 0.813
19 H -0.677 2.056 -1.339

Results
- energy above the lowest of the compared OMol25 structures with the same formula, charge and spin (kJ/mol) = 302.2
- charge = -1
- HOMO-LUMO gap (alpha / beta) (eV) = 6.30 / 5.41
- <S²> = 0.7559
- HOMO level (alpha / beta) (eV) = -1.9 / -1.8
- F_max (eV/A) = 4.98
- spin multiplicity = 2
- LUMO level (alpha / beta) (eV) = 4.41 / 3.63
- calculated total energy (eV) = -8355.1773